Entry 1:
ORCA calculation (ωB97M-V with the def2-TZVPD basis set) on a molecular structure, C26H25BCl2F8IN4O2Ti.

Values from the calculation:
LUMO   -3.68 eV
Total charge   +1
HOMO   -0.4066 Ha
ΔE to the lowest compared entry with this formula, charge and spin   30.7 kcal/mol
Frontier orbital gap   7.38 eV

Each line ends with the natural charge from an NBO analysis.
Atoms and positions in Å:
Ti -0.051 -0.236 -0.507  1.895
C -0.401 -3.902 -3.161  -0.640
C -0.613 -2.777 -2.205  -0.234
N 0.439 -1.704 -2.196  -0.438
C 0.404 -1.030 -3.573  -0.216
C 1.555 -1.363 -4.508  -0.644
C 1.792 -2.175 -1.757  -0.265
C 1.630 -2.636 -0.425  -0.239
N 0.643 -1.805 0.358  -0.695
C 0.204 -2.255 1.625  0.123
C -0.645 -1.355 2.251  0.241
F -1.060 -0.377 1.417  -0.274
C -1.216 -1.463 3.503  0.427
F -2.043 -0.501 3.942  -0.299
C -0.939 -2.569 4.268  -0.352
C -0.056 -3.460 3.733  0.359
F 0.275 -4.490 4.511  -0.286
C 0.497 -3.326 2.465  0.273
F 1.412 -4.275 2.051  -0.315
H -1.023 -4.772 -3.006  0.245
H 0.655 -4.237 -3.074  0.200
H -0.560 -3.687 -4.189  0.218
H -0.667 -3.220 -1.198  0.211
H -1.567 -2.249 -2.395  0.240
H 0.288 0.020 -3.528  0.216
H -0.543 -1.430 -4.044  0.214
H 2.504 -0.889 -4.094  0.217
H 1.387 -0.853 -5.453  0.241
H 1.740 -2.468 -4.734  0.222
H 2.532 -1.369 -1.965  0.252
H 2.074 -2.985 -2.409  0.226
H 2.639 -2.672 0.108  0.228
H 1.260 -3.664 -0.386  0.217
H -1.361 -2.887 5.245  0.274
Cl 3.205 6.234 -2.080  0.051
C 2.756 4.651 -1.544  -0.069
C 3.495 3.600 -2.090  -0.174
C 3.082 2.293 -1.989  -0.134
Cl 4.071 1.106 -2.687  0.044
C 1.853 1.905 -1.379  0.453
O 1.454 0.682 -1.380  -0.744
C 1.142 3.018 -0.820  -0.282
C -0.165 2.754 -0.190  0.512
O -0.682 1.668 -0.077  -0.567
C 1.565 4.307 -0.896  -0.154
H 4.441 3.784 -2.541  0.248
H -0.635 3.622 0.290  0.174
H 0.912 5.129 -0.575  0.239
I -4.463 0.045 1.249  0.168
C -3.897 1.465 2.664  0.079
C -4.577 1.494 3.902  -0.275
C -4.249 2.469 4.821  -0.141
C -3.308 3.443 4.410  -0.259
C -2.730 3.338 3.196  0.027
N -2.948 2.328 2.318  -0.467
H -5.413 0.851 4.161  0.238
H -4.651 2.529 5.801  0.228
H -3.050 4.244 5.065  0.227
H -1.965 4.100 2.853  0.191
C 3.847 0.580 2.992  -0.719
C 2.641 0.539 2.137  0.392
N 1.680 0.658 1.580  -0.398
H 3.911 1.573 3.454  0.272
H 4.689 0.314 2.383  0.263
H 3.732 -0.195 3.802  0.269
F -1.661 -0.428 -1.215  -0.536
B -3.794 1.235 -3.572  1.476
F -3.291 0.231 -4.277  -0.495
F -4.848 1.026 -2.799  -0.489
F -3.335 2.469 -3.637  -0.491

***

Entry 2:
ORCA calculation (ωB97M-V with the def2-TZVPD basis set) on a molecular structure, C27H37N5O3P2PdS.

Values from the calculation:
LUMO (alpha / beta)   -5.14 / -8.63 eV
Total charge   +2
2S+1   5
⟨S²⟩   6.06
HOMO (alpha / beta)   -0.4632 / -0.5217 Ha
ΔE to the lowest compared entry with this formula, charge and spin   3.6 kcal/mol
Frontier orbital gap (alpha / beta)   7.46 / 5.57 eV

Each line ends with the Löwdin spin population.
Atoms and positions in Å:
Pd 0.656 -0.764 -0.248  1.234
C 0.388 6.432 -0.906  0.033
C -0.036 5.027 -0.648  0.172
C -0.830 4.720 0.481  0.007
C -1.171 3.433 0.759  0.108
C -0.757 2.351 -0.082  0.119
N -1.036 1.111 0.269  0.577
C -2.115 0.491 0.734  0.194
C -3.330 0.615 -0.013  0.076
C -4.471 0.020 0.409  0.045
C -4.481 -0.796 1.576  0.164
C -5.727 -1.514 1.959  0.032
C -3.309 -0.947 2.300  -0.012
C -2.129 -0.333 1.916  0.151
N -1.008 -0.446 2.737  0.032
C -1.013 -0.661 4.088  0.013
C 0.284 -0.750 4.493  0.017
C 1.032 -0.583 3.309  0.031
N 0.261 -0.396 2.259  0.042
C -0.003 2.674 -1.268  0.132
C 0.350 3.989 -1.499  -0.003
N 0.236 1.737 -2.289  0.035
C 0.145 1.991 -3.628  0.006
C 0.492 0.852 -4.294  0.012
C 0.788 -0.076 -3.279  0.019
N 0.644 0.461 -2.086  0.101
H -0.424 7.129 -0.696  0.006
H 0.727 6.575 -1.930  0.001
H 1.213 6.695 -0.238  0.014
H -1.154 5.522 1.132  -0.002
H -1.750 3.180 1.637  0.003
H -3.295 1.195 -0.924  0.000
H -5.389 0.141 -0.152  0.000
H -6.603 -0.879 1.825  0.006
H -5.696 -1.873 2.985  0.001
H -5.862 -2.380 1.303  0.014
H -3.304 -1.597 3.164  -0.003
H -1.936 -0.689 4.640  0.000
H 0.650 -0.901 5.492  0.001
H 2.104 -0.608 3.196  0.001
H 0.936 4.226 -2.377  -0.003
H -0.194 2.949 -3.983  0.000
H 0.502 0.697 -5.358  0.001
H 1.063 -1.114 -3.369  0.001
C 3.075 1.663 1.252  0.038
P 2.861 0.249 0.130  0.161
C 3.668 0.815 -1.395  0.020
C 3.944 -1.102 0.708  0.016
C 3.832 -2.237 -0.312  0.017
P 2.089 -2.699 -0.677  0.175
C 2.246 -3.634 -2.218  0.036
C 1.683 -3.876 0.635  0.029
H 4.130 1.905 1.389  0.008
H 2.622 1.461 2.220  0.000
H 2.575 2.533 0.822  0.001
H 4.720 1.028 -1.196  0.005
H 3.185 1.725 -1.751  0.000
H 3.599 0.072 -2.189  0.000
H 3.599 -1.435 1.690  0.000
H 4.976 -0.763 0.820  0.004
H 4.351 -3.134 0.033  0.004
H 4.308 -1.948 -1.252  0.000
H 3.077 -4.334 -2.118  0.008
H 2.459 -2.965 -3.052  0.001
H 1.320 -4.167 -2.418  0.000
H 2.404 -4.696 0.636  0.007
H 0.676 -4.255 0.481  0.000
H 1.711 -3.365 1.599  0.001
C -3.191 -3.265 -0.900  0.003
S -1.505 -2.705 -0.932  0.004
O -0.733 -3.727 -1.600  0.005
O -1.477 -1.397 -1.586  0.031
O -1.098 -2.508 0.485  0.042
H -3.348 -3.903 -1.766  0.000
H -3.859 -2.408 -0.942  0.001
H -3.351 -3.836 0.012  0.000

***

Entry 3:
ORCA calculation (ωB97M-V with the def2-TZVPD basis set) on 4 unconnected molecules or ions with the total composition C2H12O3S2.

Values from the calculation:
LUMO (alpha / beta)   -4.77 / -7.91 eV
Total charge   +1
2S+1   2
⟨S²⟩   0.75
HOMO (alpha / beta)   -0.5151 / -0.5151 Ha
ΔE to the lowest compared entry with this formula, charge and spin   14.7 kcal/mol
Frontier orbital gap (alpha / beta)   9.25 / 6.10 eV

Each line ends with the Löwdin spin population.
Atoms and positions in Å:
C -1.837 -0.176 0.795  0.023
C -0.843 -1.090 1.520  0.045
S -0.675 -2.626 0.600  0.535
S 1.298 -2.715 0.287  0.356
H -1.430 0.169 -0.140  0.000
H -2.747 -0.712 0.557  0.001
H -2.069 0.685 1.411  0.003
H 0.120 -0.638 1.730  -0.001
H -1.234 -1.385 2.483  0.014
H 1.220 -3.749 -0.577  0.010
H 1.264 -0.468 -1.032  0.005
H 1.331 1.049 -0.755  0.000
O 1.073 0.392 -1.411  0.005
H -0.286 -0.498 -2.124  0.000
H -0.305 -0.838 -3.606  0.000
O -0.645 -1.142 -2.749  0.003
H 1.149 4.543 0.900  0.000
H 2.587 4.988 1.001  0.000
O 2.030 4.210 1.111  0.000